# C35H83BBrF3N3O8Si4

A cluster of 3 separate species, C35H83BBrF3N3O8Si4 in total in a non-equilibrium geometry (ωB97M-V/def2-TZVPD, the Open Molecules 2025 dataset).

## Properties
- maximum force (eV Å⁻¹) = 5.80
- HOMO energy (Ha) = -0.40724
- charge = +1

The geometry in XYZ format:
```
138
Properties=species:S:1:pos:R:3:forces:R:3
C 5.777558 -1.032470 2.979423 -0.0298 0.2283 0.5590
C 6.651266 -1.043938 1.553366 -0.5930 1.0502 0.2865
B 5.595147 -1.185043 0.253280 1.1622 -3.0144 0.3310
O 5.649551 -2.543386 -0.380527 -0.8170 2.0722 2.4591
C 4.591591 0.045462 -0.211700 -0.2005 2.3447 -0.4046
C 3.001952 -0.180810 0.088880 2.2012 -1.3867 1.9887
O 2.806797 0.421927 1.455953 -0.4587 0.0349 -2.4146
O 2.916898 -1.634493 0.476224 -0.7756 1.8764 -1.4258
C 1.944204 0.290099 -1.037998 -2.1627 -1.0902 0.4544
O 1.551049 -0.832914 -1.956078 1.3584 0.6310 1.1982
C 0.506550 0.570601 -0.274280 -0.9357 -0.3549 -0.2532
C -0.044740 -0.587825 0.740100 -1.0586 -0.1696 0.8857
C -1.715001 -0.642001 0.682580 0.5123 -0.9506 -0.0259
C -2.422972 -0.417605 2.145059 -1.2298 -0.5789 -1.3474
O -3.495642 0.609004 1.930016 2.4954 0.5663 0.5655
C 2.418038 1.527123 -2.079863 -3.5708 -0.0395 -1.1715
C 2.043230 1.128524 -3.628046 -0.6152 -1.1089 -2.3384
C 2.097129 2.251408 -4.820662 0.3963 -0.0220 -1.2810
C 0.722624 2.245197 -5.776261 1.3337 0.3514 -0.0119
C 0.745324 3.691183 -6.600640 -0.7310 -0.6445 -0.3356
N 0.320243 4.876357 -5.762444 0.4206 -0.9349 0.3832
C 1.432594 2.870831 -1.902943 0.7859 2.1352 1.3184
C -0.051422 2.906195 -2.481329 -1.7838 0.9524 -0.2233
C -1.076936 3.721459 -1.436407 -1.5857 0.6222 -1.7999
F -2.226493 4.149914 -2.319991 3.4093 -1.1838 3.0923
F -1.674946 2.850591 -0.402212 2.0988 3.2554 -2.7421
F -0.488287 4.988833 -0.924586 -2.0223 -4.3613 -1.0126
N 3.927020 1.894654 -1.864811 1.2825 0.7750 0.1123
O 4.385386 2.508293 -3.003756 -0.2382 0.5959 -3.1097
C 4.052302 3.021753 -0.880691 -1.7574 3.0621 3.2755
C 5.351819 3.587826 -0.161066 2.0982 0.7390 1.9190
C 5.433978 3.373005 1.501770 1.2068 -1.1068 -0.5733
Br 5.331606 5.660819 -0.148370 -0.4980 -1.1372 -0.7732
C 4.825886 0.697508 -1.696277 3.7578 -4.1157 1.6094
C 6.459594 0.997889 -1.721903 1.3128 1.5129 0.9454
C 4.827847 -0.477984 -2.815467 -0.0459 -2.1651 -2.2127
N 5.207637 -0.036254 -4.249386 -0.6350 -1.1452 0.0973
H 5.861008 0.019008 3.534687 -0.1397 -2.2839 -1.3320
H 6.229029 -1.833693 3.727071 -1.1719 1.6361 -1.6612
H 4.622477 -1.218445 2.789471 2.4733 0.2028 0.4941
H 7.464156 -1.894790 1.558910 -1.5977 1.8354 -0.0269
H 7.161635 0.025999 1.507836 -0.6674 -2.2783 0.0005
H 5.792794 -3.212880 0.365692 0.1268 1.4122 -1.6165
H 4.967804 0.891155 0.545550 -1.1084 -1.5958 -1.5950
H 2.530034 1.369262 1.405497 0.2227 -1.1708 -0.2146
H 2.916218 -2.231277 -0.314692 0.2940 1.0007 0.6820
H 1.194010 -1.613194 -1.468572 0.3142 1.1769 0.0325
H -0.309699 0.516348 -1.146086 2.0050 0.7119 1.8866
H 0.464144 1.563053 0.342429 0.0291 -1.7104 -1.4678
H 0.203411 -0.340464 1.878966 -0.0871 -0.6000 -2.6478
H 0.309976 -1.676653 0.515952 -0.2827 2.1781 0.3819
H -2.016630 -1.727695 0.291516 0.6090 2.3786 0.7987
H -2.171451 0.112295 -0.086847 0.9464 -1.2527 1.5665
H -3.021517 -1.423090 2.381569 1.4243 2.4986 -0.1493
H -1.683499 -0.132687 3.008592 -1.3914 -0.5175 -1.6664
H -3.022829 1.496711 1.797449 -0.9996 -1.9041 0.2964
H 0.908799 0.760212 -3.758181 2.5723 0.7774 1.3346
H 2.603977 0.210593 -4.087998 -0.7725 1.8018 1.4649
H 2.964358 1.950048 -5.586363 -1.7289 0.7146 1.9094
H 2.351738 3.340128 -4.490000 -0.6320 -2.0199 -0.4054
H 0.826531 1.337787 -6.518428 -0.3324 1.8027 1.4157
H -0.257890 2.101007 -5.145277 1.8374 0.4380 -1.3004
H -0.026188 3.624213 -7.508188 1.8394 0.1291 1.9350
H 1.832578 3.902420 -7.028482 -2.3771 -0.5348 0.9127
H -0.599652 4.736323 -5.290286 1.0622 0.0504 -0.6966
H 1.023542 5.139582 -5.037998 -0.8075 -0.4216 -0.9008
H 1.333785 3.204114 -0.759430 0.4104 -0.9059 -2.5143
H 1.910239 3.833399 -2.433244 -0.6452 -2.4468 1.2346
H -0.605155 1.917950 -2.740386 1.1467 1.6878 0.7924
H -0.132954 3.562002 -3.479535 0.4010 -1.4297 2.3892
H 5.124294 3.133647 -2.844608 -0.4310 -0.6277 0.5524
H 3.313463 2.819433 0.038010 1.4737 0.4914 -2.3097
H 3.754753 4.030014 -1.460593 -0.1329 -2.8547 1.2273
H 6.401771 3.455761 -0.646500 -2.2061 -0.2035 0.8485
H 6.059865 4.237300 2.024316 -1.6225 -1.8637 -1.3557
H 4.359856 3.275711 1.970266 2.2327 0.1705 -0.9414
H 6.096209 2.391098 1.652312 -1.7617 1.8625 0.0030
H 6.878198 1.341508 -0.655780 -1.1398 -0.7137 -2.2349
H 6.800723 1.828275 -2.466903 -0.7720 -1.5457 1.1779
H 7.126427 0.064585 -1.983687 -1.8652 1.6547 0.4466
H 3.858580 -1.110616 -2.940119 1.3983 1.5560 0.7096
H 5.658737 -1.322993 -2.657124 -1.9985 2.1189 1.1026
H 6.216333 -0.225971 -4.436881 -1.1448 0.2249 0.3828
H 4.687829 -0.691282 -4.904179 0.9197 1.1842 1.0593
O -7.521014 1.604598 -2.025194 0.0881 -0.3400 0.2930
Si -6.277371 1.585578 -0.893841 -0.2589 -0.1490 0.1505
C -5.283737 -0.005514 -1.047430 -0.1567 0.1300 -0.1900
C -6.982829 1.686008 0.848015 -0.0362 0.0029 -0.3495
C -5.096393 3.028685 -1.123164 -0.3689 -0.1037 -0.3210
Si -8.871586 0.682983 -2.415739 -0.0432 -0.0481 0.1230
C -9.805807 1.392908 -3.882787 0.3941 0.1634 0.1879
C -10.056479 0.614256 -0.954902 0.3054 0.1004 -0.1258
C -8.355101 -1.072907 -2.854131 0.0601 0.2439 0.0942
H -5.897585 -0.871011 -0.783378 0.0778 0.0005 -0.0363
H -4.416902 0.014740 -0.381346 -0.1539 0.0528 0.0299
H -4.928372 -0.135544 -2.074182 -0.0298 -0.0623 0.0182
H -7.633212 2.560017 0.946432 0.0114 -0.0678 0.0433
H -6.178216 1.767498 1.584541 -0.0279 -0.0465 -0.0650
H -7.568909 0.792364 1.079977 0.0182 0.0815 0.0507
H -5.621084 3.982170 -1.014557 0.0831 -0.0302 -0.0427
H -4.633797 2.998782 -2.115043 -0.0246 0.0845 0.1059
H -4.299365 2.990703 -0.374357 -0.1140 -0.0652 -0.0357
H -10.158954 2.405430 -3.668139 0.0190 -0.0524 -0.0774
H -10.676487 0.770604 -4.112397 0.1040 0.0154 0.0803
H -9.168772 1.427278 -4.771037 -0.0817 0.0480 0.0191
H -9.604053 0.080147 -0.115213 -0.0826 0.0414 0.0107
H -10.979921 0.096147 -1.232032 0.0899 0.0479 0.0090
H -10.312936 1.624908 -0.623119 -0.0228 -0.0978 0.0212
H -7.933439 -1.581517 -1.982543 -0.0103 -0.0318 -0.0900
H -7.601335 -1.063494 -3.646786 -0.0437 -0.0689 0.0384
H -9.218667 -1.650969 -3.203670 0.1199 0.0962 0.0526
O 0.406719 -4.450787 5.395988 -0.4153 -0.0861 -0.2626
Si -0.130536 -4.644154 6.977422 -0.1759 -0.1162 0.1325
C -0.628425 -6.433836 7.280101 0.1331 0.2487 -0.2862
C -1.624518 -3.544465 7.294477 0.2346 -0.1093 -0.2737
C 1.195095 -4.193457 8.230191 0.0905 0.0087 -0.5078
Si -0.191670 -4.650863 3.837833 -0.1396 -0.2240 0.3696
C 1.083218 -4.202276 2.533063 0.1064 0.0975 0.3973
C -1.698462 -3.554150 3.574137 0.2852 -0.0875 0.1907
C -0.696330 -6.442719 3.560950 0.1012 0.2760 0.1219
H -1.494952 -6.702022 6.669508 0.0445 -0.0642 0.0616
H -0.888964 -6.589811 8.330469 0.0212 0.0304 -0.0654
H 0.195174 -7.107282 7.024044 -0.0960 -0.0115 0.0438
H -1.391451 -2.504207 7.049284 -0.0821 -0.0281 0.0450
H -1.922733 -3.594783 8.345690 0.0370 -0.0038 -0.0823
H -2.474185 -3.860693 6.682955 -0.0025 0.0749 0.0655
H 1.500593 -3.149577 8.115227 0.0386 -0.0697 0.0509
H 2.078414 -4.828541 8.107183 -0.0484 0.1006 0.0523
H 0.817806 -4.328297 9.248463 -0.0363 -0.0120 -0.1320
H 1.388199 -3.156371 2.628225 0.0691 -0.0357 -0.0449
H 0.664366 -4.344629 1.531880 -0.0545 -0.0387 0.0902
H 1.971663 -4.833621 2.622796 -0.0175 0.0724 -0.0315
H -2.523492 -3.869669 4.218196 0.0069 0.0808 -0.0572
H -2.036561 -3.607620 2.534515 0.0305 -0.0308 0.0516
H -1.458107 -2.512320 3.806703 -0.0658 -0.0865 0.0073
H -1.540410 -6.710849 4.202653 0.0678 -0.0484 -0.0678
H 0.136836 -7.114345 3.787463 -0.0936 -0.0086 -0.0286
H -0.995165 -6.600446 2.517926 0.0351 0.0157 0.1406
```
Forces are in eV/Å.

Mulliken population analysis, charges in e, atoms 1 to 5: -0.585 -0.423 1.168 -0.726 0.479